A:
15
Properties=species:S:1:pos:R:3 method="wB97M-V/def2-TZVPD" mol_weight_da=98.1 spin_multiplicity=1 charge=+1
C 2.399 0.711 1.081
C 1.409 0.381 0.460
C -0.910 0.983 -0.533
C -1.297 -0.368 1.079
C 0.204 -0.043 -0.076
N 0.202 -1.189 -1.061
O -2.000 0.284 -0.007
H 3.243 1.105 1.447
H -0.762 2.086 -0.142
H -0.855 1.197 -1.666
H -1.220 -1.444 1.311
H -1.259 0.258 1.926
H -0.707 -1.551 -1.208
H 1.050 -1.711 -0.811
H 0.503 -0.700 -1.800

=====

B:
15
Properties=species:S:1:pos:R:3 method="wB97M-V/def2-TZVPD" mol_weight_da=98.1 spin_multiplicity=1 charge=+1
C -0.017 1.245 1.364
C -0.455 0.002 0.605
C 0.258 -1.264 0.896
C 0.769 1.499 -0.764
C -0.041 0.317 -0.862
N -0.333 -0.392 -1.987
O 0.815 2.007 0.421
H -0.795 1.906 1.780
H 0.750 1.093 2.147
H -1.527 -0.230 0.598
H -0.441 -2.060 1.159
H 1.226 1.895 -1.608
H 1.325 -1.560 1.001
H -0.013 -0.096 -2.902
H -1.186 -0.898 -1.884

=====

C:
15
Properties=species:S:1:pos:R:3 method="wB97M-V/def2-TZVPD" smiles="C=C1[N@@H+]2[C@@H](O)[C@]12C" mol_weight_da=98.1 spin_multiplicity=1 charge=+1
C 0.756 -2.143 -1.065
C 0.395 -1.021 -0.533
N -0.004 0.409 -1.060
C 0.733 1.157 -0.011
O 0.207 2.341 0.342
C -0.047 -0.044 0.411
C -1.203 -0.074 1.338
H 0.832 -2.284 -2.130
H 0.994 -2.983 -0.433
H -0.792 0.695 -1.626
H 1.814 1.084 -0.129
H 0.794 3.089 0.165
H -2.072 0.419 0.902
H -0.944 0.458 2.252
H -1.464 -1.102 1.578

=====

The relative energies come out as A 228.1; B 27.3; C 0.0, with values in kJ/mol.